[1]
Density functional theory data (wB97M-V/def2-TZVPD) for a structure of composition C17H30Cl27FIN2O2PSi2.

```
! RIJCOSX wB97M-V def2-TZVPD def2/J DEFGRID3
* xyz 0 1
C -0.976 5.475 -6.186
C -0.264 4.849 -4.890
N -0.403 3.357 -4.814
Si -0.096 2.909 -3.092
N 0.943 4.125 -2.291
O 0.734 1.380 -2.933
Si 1.123 1.119 -1.267
C 2.723 1.972 -0.665
C 2.296 3.057 0.458
F 3.048 4.282 0.305
C 1.321 -0.767 -0.814
C 1.531 -0.797 0.798
O 0.635 -0.320 1.544
I 3.315 -1.585 1.760
P -2.077 2.953 -2.103
C -2.068 4.188 -0.667
C -2.641 1.229 -1.584
H -1.085 6.612 -6.035
H -0.324 5.330 -7.109
H -1.994 5.012 -6.396
H -0.794 5.320 -3.981
H 0.861 5.076 -4.894
H 0.244 2.870 -5.448
H 1.871 4.205 -2.723
H 0.482 5.034 -2.177
H -0.023 1.642 -0.487
H 3.185 2.564 -1.520
H 3.462 1.252 -0.159
H 2.476 2.613 1.501
H 1.189 3.333 0.393
H 0.412 -1.389 -1.130
H 2.290 -1.148 -1.314
H -2.691 5.100 -1.005
H -1.000 4.558 -0.499
H -2.458 3.783 0.322
H -2.033 0.785 -0.723
H -3.749 1.208 -1.295
H -2.553 0.534 -2.502
C -7.759 0.696 -1.500
Cl -6.394 1.759 -1.873
Cl -7.568 -0.866 -2.308
Cl -7.916 0.476 0.248
H -8.669 1.164 -1.870
C -2.465 -2.168 1.293
Cl -2.660 -3.285 -0.068
Cl -3.751 -0.953 1.287
Cl -2.454 -3.052 2.824
H -1.509 -1.657 1.185
C 1.962 1.562 4.606
Cl 2.897 2.296 5.918
Cl 0.971 0.232 5.222
Cl 0.946 2.779 3.821
H 2.650 1.162 3.872
C -5.517 6.798 -1.751
Cl -5.966 7.371 -3.363
Cl -6.076 5.137 -1.512
Cl -3.766 6.935 -1.512
H -6.008 7.430 -1.014
C -0.121 -6.124 -1.297
Cl -0.235 -6.489 -3.024
Cl 0.735 -7.412 -0.439
Cl 0.683 -4.568 -1.041
H -1.129 -6.059 -0.893
C 5.588 2.114 2.416
Cl 4.935 1.058 3.680
Cl 7.167 2.749 2.896
Cl 5.713 1.247 0.880
H 4.907 2.953 2.283
C 3.982 -5.588 2.808
Cl 3.004 -6.348 1.546
Cl 3.444 -6.110 4.410
Cl 5.698 -5.955 2.578
H 3.852 -4.512 2.730
C -1.950 -10.057 0.047
Cl -2.156 -11.188 -1.297
Cl -3.219 -8.822 0.021
Cl -1.953 -10.919 1.592
H -0.987 -9.561 -0.067
C 4.819 -7.246 8.157
Cl 6.101 -6.054 8.410
Cl 3.304 -6.445 7.714
Cl 5.291 -8.413 6.915
H 4.662 -7.783 9.090
*
```

Values from the calculation:
lowest unoccupied orbital energy: -0.29 eV
orbital gap: 7.524 eV

Here are the Löwdin charges for atoms 1 to 2, given in e: -0.11, -0.36

---

[2]
Density functional theory data (wB97M-V/def2-TZVPD) for a structure of composition C17H30F5NOP2V.

```
! RIJCOSX wB97M-V def2-TZVPD def2/J DEFGRID3
* xyz 0 2
V 0.000 0.000 0.000
P -1.721 -1.015 -1.486
P 1.742 0.976 1.492
N 0.086 1.423 -1.078
H -1.566 -2.993 1.504
C -3.514 -0.838 -1.022
H -4.187 -1.319 -1.755
H -3.758 0.236 -0.953
H -3.676 -1.291 -0.029
C -1.599 -2.840 -1.767
H -2.463 -3.226 -2.337
H -1.544 -3.353 -0.793
H -0.669 -3.047 -2.322
C -1.696 -0.333 -3.198
H -2.358 -0.904 -3.872
H -0.659 -0.366 -3.569
H -2.017 0.721 -3.166
C 1.211 1.895 3.019
H 2.069 2.326 3.566
H 0.665 1.203 3.682
H 0.522 2.705 2.723
C 2.981 -0.208 2.189
H 3.689 0.292 2.873
H 3.536 -0.668 1.354
H 2.445 -1.005 2.730
C 2.793 2.225 0.634
H 3.631 2.559 1.270
H 2.164 3.088 0.360
H 3.180 1.772 -0.294
C 0.117 2.485 -1.938
C -0.754 4.634 -2.713
C -0.804 3.560 -1.819
C 1.083 2.527 -2.978
C 1.120 3.606 -3.864
C 0.204 4.665 -3.739
H -1.471 5.456 -2.609
H -1.547 3.524 -1.016
H 1.788 1.694 -3.064
H 1.870 3.624 -4.662
H 0.238 5.509 -4.436
C -1.042 -2.272 2.171
O -0.494 -1.254 1.377
C -2.074 -1.677 3.138
H -1.996 -2.169 4.125
H -3.101 -1.818 2.759
H -1.892 -0.597 3.273
C 0.083 -3.016 2.900
H 0.285 -2.558 3.884
H 1.010 -2.985 2.299
H -0.190 -4.073 3.049
F 2.204 -1.900 0.184
C 1.716 -1.181 -0.880
F 2.637 -0.224 -1.245
C 1.766 -2.220 -2.003
F 3.093 -2.459 -2.323
F 1.270 -3.434 -1.563
F 1.140 -1.773 -3.145
*
```

Values from the calculation:
lowest unoccupied orbital energy (alpha / beta): -0.36 / 0.40 eV
orbital gap (alpha / beta): 7.193 / 8.044 eV

Here are the natural (NBO) charges for atoms 1 to 2, given in e: 0.85, 0.96

---

[3]
Density functional theory data (wB97M-V/def2-TZVPD) for a structure of composition C17H30I3NO7P2S2Zn.

```
! RIJCOSX wB97M-V def2-TZVPD def2/J DEFGRID3
* xyz 2 1
C 4.457 3.689 -0.606
C 3.613 3.609 -2.043
O 2.297 2.947 -1.905
P 2.438 1.298 -1.379
O 2.525 1.129 0.223
C 1.216 0.069 -2.168
C -0.374 0.525 -2.145
C -1.348 -0.667 -1.574
C -1.794 -0.609 -0.010
S -0.204 -0.882 0.878
C -2.700 -1.966 0.253
I -2.864 -3.556 -1.284
C -2.485 -2.887 1.575
C -1.383 -4.123 1.388
C -0.675 -4.359 2.884
N 0.684 -4.994 2.615
O -4.136 -1.526 0.214
C -4.054 -0.169 -0.374
O -4.747 -0.077 -1.476
C -2.909 0.550 0.496
C -2.455 2.122 0.356
I -0.414 2.818 0.991
C -3.276 3.280 -0.084
C -2.683 4.844 -0.176
I -5.377 3.109 -0.576
P -3.270 0.649 2.417
O -1.970 0.083 3.421
O -3.429 2.350 2.942
S -4.968 -0.109 2.971
O 4.043 0.756 -1.926
C 4.463 -0.335 -0.987
C 5.655 -1.297 -1.612
H 3.655 3.658 0.272
H 5.247 2.808 -0.512
H 5.067 4.710 -0.562
H 3.436 4.748 -2.345
H 4.288 3.162 -2.900
H 1.581 -0.079 -3.296
H 1.422 -0.974 -1.647
H -0.575 1.592 -1.731
H -0.645 0.613 -3.309
H -2.225 -0.784 -2.354
H -0.641 -1.627 -1.675
H 0.530 -1.874 0.196
H -3.522 -3.448 1.772
H -2.222 -2.342 2.567
H -1.900 -5.158 1.138
H -0.504 -3.846 0.665
H -1.394 -5.115 3.465
H -0.506 -3.349 3.450
H 1.358 -4.187 2.663
H 0.886 -5.543 3.505
H -3.539 5.604 -0.505
H -2.289 5.239 0.853
H -1.898 4.844 -1.044
H -2.277 -0.540 4.143
H -3.990 2.377 3.790
H 4.914 0.099 0.025
H 3.545 -1.064 -0.766
H 6.696 -0.747 -1.697
H 5.829 -2.178 -0.828
H 5.372 -1.818 -2.622
Zn 0.423 -1.054 -4.006
*
```

Values from the calculation:
lowest unoccupied orbital energy: -11.44 eV
orbital gap: 2.203 eV

Here are the natural (NBO) charges for atoms 1 to 2, given in e: -0.67, -0.11

---

[4]
Density functional theory data (wB97M-V/def2-TZVPD) for the ion C17H30N with charge +1.

```
! RIJCOSX wB97M-V def2-TZVPD def2/J DEFGRID3
* xyz 1 1
C 1.992 -1.253 -3.090
C 1.820 -0.254 -1.966
N 1.035 -0.772 -0.749
C -0.425 -1.092 -1.070
C -0.823 -2.162 -2.110
C 1.621 -2.141 -0.267
C 3.101 -2.443 -0.448
H 2.416 -0.697 -3.937
H 2.732 -2.017 -2.825
H 1.059 -1.697 -3.452
H 2.828 -0.037 -1.590
H 1.367 0.677 -2.366
H -0.868 -1.371 -0.087
H -0.862 -0.138 -1.433
H -1.887 -2.387 -1.883
H -0.860 -1.767 -3.141
H -0.304 -3.149 -2.104
H 1.297 -2.162 0.777
H 1.112 -2.979 -0.793
H 3.394 -3.127 0.360
H 3.296 -3.027 -1.357
H 3.751 -1.569 -0.400
C 2.100 0.545 1.334
C 0.933 0.568 0.307
C -0.437 1.040 0.865
C -1.219 2.003 0.126
C -0.804 2.665 -1.156
C -2.529 2.300 0.535
C -3.066 1.869 1.753
C -4.483 2.152 2.126
C -2.230 1.109 2.556
C -0.927 0.746 2.180
C -0.164 -0.066 3.187
H 3.050 0.732 0.811
H 2.101 1.251 2.201
H 2.096 -0.473 1.752
H 1.244 1.289 -0.467
H -1.634 3.277 -1.535
H 0.071 3.323 -1.087
H -0.558 1.896 -1.900
H -3.177 2.846 -0.150
H -4.698 1.647 3.072
H -4.665 3.228 2.183
H -5.189 1.758 1.394
H -2.654 0.704 3.495
H -0.853 -0.329 3.994
H 0.215 -0.969 2.700
H 0.683 0.449 3.656
*
```

Values from the calculation:
energy relative to the best compared isomer or geometry (same formula, charge and spin): 39.7 kcal/mol
lowest unoccupied orbital energy: -2.35 eV
orbital gap: 9.440 eV

Here are the natural (NBO) charges for atoms 1 to 2, given in e: -0.65, -0.22

---

[5]
Density functional theory data (wB97M-V/def2-TZVPD) for the molecule C17H30N2.

```
! RIJCOSX wB97M-V def2-TZVPD def2/J DEFGRID3
* xyz 0 1
C 2.283 -0.612 -1.114
C 2.664 0.507 -2.078
C 1.489 1.427 -2.416
C 0.505 0.800 -3.406
C -0.821 1.570 -3.501
C -1.973 0.888 -2.757
C -1.743 0.717 -1.254
C -1.905 2.022 -0.470
C -1.157 2.016 0.864
C -1.527 0.834 1.756
C -0.767 0.863 3.081
H 0.281 1.106 2.887
H -1.174 1.639 3.732
C -0.827 -0.485 3.812
N -0.155 -1.519 3.061
C 1.210 -1.544 3.010
C 1.888 -2.366 2.191
C 1.203 -3.272 1.282
N 1.740 -4.070 0.439
H 2.758 -4.035 0.437
C -0.239 -3.218 1.398
C -0.848 -2.370 2.244
H -1.924 -2.327 2.336
H -0.813 -3.884 0.776
H 2.969 -2.359 2.197
H 1.711 -0.862 3.684
H -1.868 -0.781 3.962
H -0.350 -0.392 4.793
H -2.603 0.837 1.946
H -1.283 -0.089 1.228
H -1.362 2.950 1.394
H -0.082 1.980 0.668
H -1.525 2.854 -1.065
H -2.967 2.209 -0.293
H -0.746 0.311 -1.092
H -2.458 -0.017 -0.877
H -2.125 -0.100 -3.199
H -2.889 1.462 -2.916
H -0.680 2.584 -3.122
H -1.116 1.661 -4.549
H 0.299 -0.232 -3.118
H 0.983 0.767 -4.387
H 0.973 1.691 -1.493
H 1.873 2.354 -2.850
H 3.062 0.075 -2.998
H 3.460 1.103 -1.623
H 3.151 -1.227 -0.885
H 1.521 -1.263 -1.535
H 1.903 -0.202 -0.179
*
```

Values from the calculation:
energy relative to the best compared isomer or geometry (same formula, charge and spin): 21.9 kcal/mol
lowest unoccupied orbital energy: 0.75 eV
orbital gap: 8.366 eV

Here are the natural (NBO) charges for atoms 1 to 2, given in e: -0.61, -0.40

---

[6]
Density functional theory data (wB97M-V/def2-TZVPD) for a structure of composition C17H30N4OP2Zr.

```
! RIJCOSX wB97M-V def2-TZVPD def2/J DEFGRID3
* xyz 0 1
Zr 0.051 -0.263 0.285
P 2.749 -0.234 -0.047
P -2.678 0.342 0.333
N 0.028 0.703 -1.462
H 0.914 -1.472 1.339
C 3.488 -1.655 -0.932
H 4.579 -1.666 -0.801
H 3.248 -1.581 -2.001
H 3.063 -2.591 -0.547
C 3.797 -0.105 1.444
H 4.860 -0.095 1.169
H 3.593 -0.958 2.103
H 3.544 0.816 1.986
C 3.355 1.180 -1.048
H 4.454 1.216 -1.053
H 2.961 2.116 -0.631
H 2.982 1.091 -2.076
C -3.651 -1.009 -0.433
H -4.717 -0.904 -0.189
H -3.272 -1.976 -0.080
H -3.513 -0.967 -1.521
C -3.415 0.420 2.005
H -4.510 0.475 1.932
H -3.033 1.306 2.528
H -3.129 -0.470 2.581
C -3.404 1.798 -0.493
H -4.499 1.802 -0.385
H -3.135 1.776 -1.557
H -2.985 2.710 -0.051
C -0.005 1.525 -2.492
C 0.026 1.944 -4.918
C 0.009 1.056 -3.857
C -0.044 2.958 -2.302
C -0.025 3.825 -3.381
C 0.012 3.331 -4.694
H 0.050 1.559 -5.939
H 0.016 -0.025 -4.008
H -0.075 3.328 -1.274
H -0.040 4.902 -3.200
H 0.029 4.023 -5.538
C -0.036 -2.473 1.333
O -0.828 -2.088 0.233
C 0.623 -3.822 1.075
H 1.126 -4.197 1.973
H 1.356 -3.761 0.263
H -0.156 -4.540 0.779
C -0.774 -2.431 2.667
H -1.789 -2.839 2.562
H -0.859 -1.412 3.072
H -0.234 -3.026 3.413
N 0.180 0.910 2.061
C 0.255 1.465 3.112
N 0.404 2.218 4.109
C 0.174 1.950 5.379
N 0.003 1.817 6.534
*
```

Values from the calculation:
lowest unoccupied orbital energy (alpha / beta): -0.12 / -0.12 eV
orbital gap (alpha / beta): 6.459 / 6.458 eV

Here are the natural (NBO) charges for atoms 1 to 2, given in e: 1.61, 0.91